1.
Density functional theory data (ωB97M-V with the def2-TZVPD basis set) for one molecule with the formula C3H8N2.

Cartesian coordinates (Å):
C -1.757 -0.671 0.026
C -0.393 -0.040 -0.026
C -0.297 1.468 -0.016
N 0.615 -0.817 -0.015
N 1.864 -0.232 -0.078
H -1.653 -1.752 -0.029
H -2.318 -0.396 0.943
H -2.373 -0.350 -0.833
H 0.415 1.793 -0.782
H 0.049 1.818 0.959
H -1.277 1.932 -0.186
H 2.548 -0.901 0.242
H 1.940 0.654 0.440

Calculated values
charge	0
relative energy (zero: lowest compared OMol25 entry of this formula, charge and spin)	175.0	kJ/mol
Kohn-Sham gap	9.722	eV
lowest unoccupied orbital energy	1.072	eV
E_tot	-228.5820	hartree
HOMO	-8.7	eV

=====

2.
Density functional theory data (ωB97M-V with the def2-TZVPD basis set) for C17H31Ag2F2N2O8 as an isolated structure in a non-equilibrium geometry.

Cartesian coordinates (Å):
Ag -26.001 -10.688 12.299
Ag -25.924 -13.406 10.019
F -26.121 -11.109 10.059
F -25.304 -12.872 12.220
N -28.754 -12.512 11.457
O -28.098 -13.375 10.802
O -29.943 -12.538 11.355
O -28.149 -11.699 12.148
C -23.595 -13.407 16.195
C -22.556 -14.321 15.531
C -22.233 -15.431 16.519
C -21.462 -16.633 16.003
C -22.128 -17.147 14.724
C -22.415 -16.074 13.702
N -23.060 -14.873 14.257
O -23.266 -13.943 13.316
C -21.182 -15.705 12.895
C -23.410 -16.732 12.710
C -21.284 -13.487 15.314
H -23.884 -12.606 15.504
H -23.214 -12.975 17.110
H -24.522 -13.950 16.355
H -21.830 -14.981 17.426
H -23.199 -15.842 16.859
H -21.531 -17.433 16.738
H -20.395 -16.476 15.822
H -23.026 -17.673 15.057
H -21.483 -17.917 14.307
H -21.398 -15.140 11.983
H -20.418 -15.180 13.463
H -20.732 -16.606 12.471
H -24.323 -16.960 13.267
H -23.721 -16.083 11.893
H -23.076 -17.723 12.419
H -21.183 -12.817 16.166
H -21.423 -12.799 14.472
H -20.378 -14.061 15.168
H -24.258 -13.644 13.206
O -28.976 -17.687 15.395
C -28.465 -16.698 15.008
O -27.098 -16.574 14.890
C -26.756 -15.347 14.241
C -28.042 -14.749 13.731
C -29.110 -15.366 14.630
H -26.095 -15.587 13.421
H -26.248 -14.700 14.947
H -28.145 -15.057 12.692
H -27.998 -13.661 13.735
H -30.029 -15.535 14.079
H -29.271 -14.869 15.588
O -23.717 -14.000 10.022
C -22.663 -13.477 10.233
O -21.559 -13.919 9.654
C -20.400 -13.117 10.057
C -21.012 -11.765 10.425
C -22.394 -12.182 10.972
H -19.731 -13.115 9.209
H -19.971 -13.584 10.948
H -21.201 -11.216 9.499
H -20.444 -11.142 11.106
H -23.186 -11.494 10.672
H -22.424 -12.288 12.054

Calculated values
spin multiplicity	3
charge	+1
<S²>	2.011
Kohn-Sham gap (spin up / spin down)	8.980 / 5.364	eV
lowest unoccupied orbital energy (spin up / spin down)	-3.389 / -7.004	eV
E_tot	-1870.9531	hartree
HOMO (spin up / spin down)	-12.4 / -12.4	eV

=====

3.
Density functional theory data (ωB97M-V with the def2-TZVPD basis set) for C8H14N3OPb as an isolated structure in a non-equilibrium geometry.

Cartesian coordinates (Å):
Pb 1.885 -0.843 -0.623
C -0.636 1.982 -2.740
C 0.263 1.459 -1.654
O 1.007 0.501 -1.819
N 0.151 2.157 -0.470
C 0.830 1.663 0.711
C 0.100 0.490 1.321
C -0.818 0.677 2.353
C -1.510 -0.427 2.843
C -1.277 -1.680 2.288
C -0.356 -1.778 1.259
N 0.330 -0.726 0.767
H -0.301 1.598 -3.708
H -0.600 3.075 -2.772
H -1.661 1.651 -2.556
H -0.663 2.741 -0.341
H 0.902 2.491 1.425
H 1.850 1.363 0.446
H -0.998 1.662 2.769
H -2.230 -0.311 3.648
H -1.802 -2.559 2.644
H -0.139 -2.731 0.786
N 0.869 -2.404 -1.630
H 0.725 -3.207 -0.977
H 1.436 -2.721 -2.447
H -0.058 -2.060 -1.965
H 2.703 -2.061 0.440

Calculated values
charge	+1
Kohn-Sham gap	5.051	eV
lowest unoccupied orbital energy	-3.668	eV
E_tot	-745.2352	hartree
HOMO	-8.7	eV

=====

4.
Density functional theory data (ωB97M-V with the def2-TZVPD basis set) for a 4-piece molecular cluster, C29H71N4O7S overall in a non-equilibrium geometry.

Cartesian coordinates (Å):
C -2.554 0.621 5.169
O -3.461 0.599 4.066
C -3.172 1.592 3.124
C -4.341 1.784 2.167
C -3.946 2.157 0.728
C -3.886 3.657 0.458
C -2.946 4.393 1.423
C -2.252 5.599 0.803
C -0.998 5.291 -0.036
N -0.836 3.861 -0.461
C -0.072 2.925 0.457
C 0.867 2.016 -0.355
C 0.879 0.564 0.165
S 0.454 -0.658 -1.105
H -2.983 1.199 5.981
H -1.607 1.083 4.891
H -2.352 -0.392 5.486
H -2.968 2.544 3.620
H -2.275 1.341 2.541
H -5.049 2.500 2.570
H -4.871 0.836 2.133
H -4.708 1.729 0.085
H -3.005 1.661 0.478
H -4.888 4.064 0.510
H -3.544 3.805 -0.571
H -3.560 4.763 2.237
H -2.252 3.707 1.884
H -1.942 6.243 1.620
H -2.964 6.185 0.238
H -1.080 5.844 -0.962
H -0.089 5.635 0.434
H -0.286 3.896 -1.322
H -1.730 3.450 -0.732
H 0.429 3.514 1.210
H -0.811 2.290 0.916
H 0.474 1.983 -1.367
H 1.863 2.437 -0.357
H 0.239 0.414 1.028
H 1.877 0.294 0.481
H -0.878 -0.504 -1.173
C 0.796 -5.392 2.536
O -0.361 -5.336 3.351
C -0.365 -4.272 4.291
C -1.401 -3.229 3.929
N -1.018 -2.501 2.725
C -2.064 -1.646 2.170
C -3.352 -2.290 1.673
O -3.196 -3.095 0.522
C -2.793 -4.434 0.760
H 0.768 -6.332 1.988
H 0.821 -4.570 1.810
H 1.708 -5.371 3.138
H 0.628 -3.821 4.382
H -0.628 -4.700 5.262
H -1.497 -2.522 4.759
H -2.363 -3.746 3.815
H -0.735 -3.168 2.019
H -1.615 -1.120 1.320
H -2.323 -0.884 2.911
H -4.021 -1.477 1.371
H -3.877 -2.841 2.462
H -3.186 -4.815 1.706
H -1.704 -4.534 0.748
H -3.189 -5.045 -0.050
C 5.120 -6.259 3.851
O 4.483 -6.202 2.588
C 4.515 -4.924 1.967
C 5.412 -4.925 0.746
N 6.815 -5.039 1.120
C 7.727 -5.280 0.003
C 7.569 -6.570 -0.797
O 7.895 -7.745 -0.082
C 6.858 -8.286 0.716
H 4.883 -7.226 4.292
H 6.209 -6.176 3.765
H 4.753 -5.473 4.516
H 4.817 -4.145 2.673
H 3.494 -4.703 1.641
H 5.267 -3.987 0.200
H 5.084 -5.748 0.098
H 6.917 -5.792 1.787
H 8.740 -5.269 0.410
H 7.656 -4.433 -0.687
H 8.283 -6.522 -1.623
H 6.575 -6.663 -1.253
H 5.873 -8.110 0.277
H 6.884 -7.887 1.733
H 7.022 -9.362 0.780
C 0.593 4.925 -7.465
O -0.280 6.027 -7.300
C -1.583 5.831 -7.840
C -2.618 5.745 -6.739
N -2.469 4.514 -5.968
C -3.261 4.462 -4.747
C -2.980 5.494 -3.659
O -1.708 5.353 -3.028
C -0.620 5.966 -3.715
H 1.590 5.252 -7.173
H 0.308 4.075 -6.833
H 0.627 4.598 -8.507
H -1.616 4.946 -8.481
H -1.812 6.702 -8.460
H -3.616 5.767 -7.184
H -2.506 6.642 -6.116
H -1.493 4.393 -5.731
H -3.114 3.470 -4.310
H -4.319 4.531 -5.016
H -3.719 5.340 -2.868
H -3.111 6.523 -4.008
H -0.933 6.862 -4.251
H -0.142 5.272 -4.408
H 0.126 6.254 -2.969

Calculated values
charge	+1
Kohn-Sham gap	7.501	eV
lowest unoccupied orbital energy	-2.394	eV
E_tot	-2291.0114	hartree
HOMO	-9.9	eV

=====

5.
Density functional theory data (ωB97M-V with the def2-TZVPD basis set) for a 3-piece molecular cluster, C4H12N2O3 overall.

Cartesian coordinates (Å):
C 0.557 0.543 0.481
C 0.447 -0.117 -0.742
C -1.307 -1.354 0.258
C 2.155 1.213 -1.230
N 1.295 0.146 1.525
N -2.127 -0.870 1.326
O -0.209 1.603 0.704
O -0.417 0.410 -1.660
O -2.085 -1.403 -0.976
H -0.685 1.760 -0.137
H -1.206 -0.203 -1.668
H -3.014 -1.304 -0.716
H 1.012 -1.012 -0.946
H -0.934 -2.361 0.459
H 1.491 0.821 2.246
H 1.984 -0.571 1.373
H -2.175 -1.478 2.132
H -1.919 0.074 1.628
H 3.065 0.796 -0.803
H 2.070 1.052 -2.300
H 2.002 2.255 -0.955

Calculated values
charge	0
relative energy (zero: lowest compared OMol25 entry of this formula, charge and spin)	579.1	kJ/mol
Kohn-Sham gap (spin up / spin down)	6.664 / 6.407	eV
lowest unoccupied orbital energy (spin up / spin down)	0.666 / 0.665	eV
E_tot	-494.6569	hartree
HOMO (spin up / spin down)	-6.0 / -5.7	eV